{"formula": "C54H70N3O4SeZr", "method": "ωB97M-V with the def2-TZVPD basis set", "elements": ["Zr", "Se", "O", "O", "O", "O", "N", "N", "N", "C", "C", "C", "C", "C", "C", "C", "C", "C", "C", "C", "C", "C", "C", "C", "C", "C", "C", "C", "C", "C", "C", "C", "C", "C", "C", "C", "C", "C", "C", "C", "C", "C", "C", "C", "C", "C", "C", "C", "C", "C", "C", "C", "C", "C", "C", "C", "C", "C", "C", "C", "C", "C", "C", "H", "H", "H", "H", "H", "H", "H", "H", "H", "H", "H", "H", "H", "H", "H", "H", "H", "H", "H", "H", "H", "H", "H", "H", "H", "H", "H", "H", "H", "H", "H", "H", "H", "H", "H", "H", "H", "H", "H", "H", "H", "H", "H", "H", "H", "H", "H", "H", "H", "H", "H", "H", "H", "H", "H", "H", "H", "H", "H", "H", "H", "H", "H", "H", "H", "H", "H", "H", "H", "H"], "coordinates": [[-0.7004, 0.6204, -0.1137], [1.7829, -0.3666, 0.6440], [0.7577, 1.5366, -1.4157], [2.8562, 7.6999, -2.1014], [-0.5638, -0.9870, -1.2816], [-0.9912, -0.2061, 1.6831], [1.8677, 5.3084, -2.0052], [-3.0201, -0.1829, -0.2249], [-0.3156, 2.5977, 1.4574], [1.2456, -4.0046, -2.1984], [-1.1182, -3.3495, -2.8860], [-4.0235, -0.7313, -0.2463], [-2.9566, 4.5355, -0.2029], [-3.1408, -0.4487, 3.3886], [-0.4595, 8.4324, -3.5090], [0.8979, 3.6927, -4.3495], [0.2040, -3.0881, -2.1544], [3.6716, -3.5805, 4.6037], [-2.5141, 2.5599, -2.0879], [-2.8656, -2.6817, 4.3981], [3.9585, -5.0575, -3.0905], [0.1140, 2.2715, 2.8249], [2.5812, -2.7584, -0.6852], [-1.6645, 3.2116, 1.5083], [0.4530, 2.8397, -5.3148], [1.0670, 3.2385, -3.0165], [-2.1515, -0.6248, 5.6461], [0.7132, 1.9097, -2.6564], [-0.2615, -0.9404, 2.5394], [1.0423, 6.3158, -2.5733], [3.5231, -4.9452, -1.6232], [-5.2262, -2.7153, 0.6116], [-0.2556, 6.0946, -2.9969], [1.5888, -4.7560, 5.2716], [-2.2309, -3.5116, -1.8381], [1.5614, -1.8179, -0.6140], [-2.2150, -1.2956, 4.2645], [1.9148, -1.9418, 3.0401], [1.7596, 4.0050, -2.0571], [1.4153, -2.5046, 4.2050], [0.2867, 1.0417, -3.6882], [-1.4753, -2.2002, -3.8407], [1.5924, 7.6055, -2.5890], [1.0852, -1.1836, 2.2327], [-2.2161, 3.4031, 0.1182], [0.0852, -2.2357, 4.5111], [-5.2808, -1.4686, -0.2750], [0.8358, 8.6651, -3.0619], [4.7548, -4.6218, -0.7778], [-3.4884, 4.6735, -1.4773], [3.4475, 8.9948, -2.0338], [-0.7824, -1.4706, 3.7325], [0.1580, 1.5025, -4.9703], [-1.9698, 2.3846, -0.8112], [2.3410, -2.7165, 6.5173], [2.2528, -3.3787, 5.1361], [2.9559, -6.2924, -1.1540], [2.4449, -3.8714, -1.4948], [-1.0051, 7.1607, -3.4716], [-1.0676, -4.6335, -3.7184], [0.6289, 3.5686, 0.8961], [-3.2622, 3.6831, -2.4242], [0.3840, -1.9379, -1.3574], [1.1016, 1.8101, 2.8046], [4.7323, -5.8205, -3.1961], [-1.7216, -1.2899, -3.2983], [2.6277, -6.2337, -0.1144], [2.9446, -2.0877, 2.7443], [-0.1805, 0.8221, -5.7425], [0.2817, 3.8729, -0.0887], [-1.6198, 4.1569, 2.0659], [-3.2421, -0.8652, 2.3891], [-4.0778, 5.5466, -1.7282], [-3.1605, -0.4783, 6.0373], [0.0535, 0.0199, -3.4265], [3.7192, -7.0695, -1.2293], [1.1238, -4.8842, -2.8134], [1.2432, 9.6648, -3.0862], [4.3619, -4.1089, -3.4497], [-2.3269, -3.3278, 5.0909], [-2.0183, 6.9865, -3.8047], [-1.0433, 9.2620, -3.8841], [-0.6470, -1.9938, -4.5232], [-0.6970, 5.1059, -2.9503], [1.6132, 3.1078, 0.8116], [2.3170, 3.4685, -1.2951], [4.4300, 8.8508, -1.5962], [0.1627, 3.1796, 3.4371], [-2.3692, 1.8000, -2.8513], [-3.1241, 5.3074, 0.5408], [-6.0704, -0.7847, 0.0398], [2.8569, 9.6586, -1.4004], [3.4750, -2.6027, -0.0969], [4.5118, -4.5678, 0.2857], [-2.3028, 2.5293, 2.0777], [-3.6755, 3.7824, -3.4210], [-2.0341, -4.3780, -1.2028], [0.5903, -4.6820, 5.7047], [3.5504, 9.4233, -3.0315], [-5.0935, -2.4449, 1.6579], [1.1760, 4.7085, -4.6021], [-3.8882, -2.5790, 4.7686], [2.9372, -3.3318, 7.1941], [-5.4718, -1.7313, -1.3171], [-4.4049, -3.3658, 0.3143], [1.4985, -5.2409, 4.2977], [-0.3104, -2.6542, 5.4280], [-4.1263, -0.4194, 3.8601], [3.6685, -4.0650, 3.6248], [-1.6677, 0.3522, 5.5805], [-2.2962, -2.6266, -1.2075], [-3.1927, -3.6659, -2.3364], [-0.8897, -5.5160, -3.1018], [-2.7886, 0.5771, 3.2846], [4.2125, -2.6356, 4.5214], [-2.8988, -3.1849, 3.4290], [2.1034, -6.6033, -1.7594], [-6.1583, -3.2681, 0.5131], [1.3544, -2.5888, 6.9654], [3.1260, -5.3362, -3.7378], [5.5006, -5.4074, -0.9059], [2.5716, 5.6956, -1.3865], [-2.3408, -2.4818, -4.4446], [0.6993, 4.4549, 1.5402], [-2.0285, -4.7709, -4.2165], [-0.2975, -4.5879, -4.4909], [0.3557, 3.1715, -6.3386], [5.2141, -3.6774, -1.0770], [-1.5973, -1.2237, 6.3685], [-0.5848, 1.5729, 3.2767], [2.1862, -5.3992, 5.9207], [2.8095, -1.7330, 6.4475], [4.2300, -4.2206, 5.2881]], "atomic_forces_ev_per_a": [[-1.0, 0.6, -0.3], [0.3, -0.2, 0.1], [0.2, 0.1, 0.0], [0.0, 0.0, 0.0], [0.2, -0.4, 0.0], [0.1, -0.1, 0.2], [0.0, 0.1, 0.3], [0.3, 0.0, 0.0], [0.1, -0.1, -0.1], [0.0, 0.0, 0.0], [0.0, 0.0, 0.0], [0.0, 0.1, -0.1], [0.0, 0.0, 0.0], [0.0, 0.0, 0.0], [0.1, 0.0, 0.0], [0.1, -0.1, -0.1], [0.0, 0.0, 0.0], [0.0, 0.0, 0.0], [0.0, 0.0, 0.0], [0.0, 0.0, 0.0], [0.0, 0.0, 0.0], [0.0, 0.0, 0.0], [0.0, 0.0, 0.0], [0.0, 0.0, 0.0], [0.0, 0.1, 0.0], [0.1, 0.0, 0.0], [0.0, 0.0, 0.0], [-0.1, -0.1, 0.0], [0.0, -0.1, 0.0], [0.1, 0.2, -0.1], [0.0, 0.0, 0.0], [0.0, 0.0, 0.0], [-0.2, 0.1, 0.1], [0.0, 0.0, 0.0], [0.0, 0.0, 0.0], [0.0, 0.0, 0.0], [0.0, 0.0, 0.0], [0.0, 0.0, 0.0], [0.0, -0.1, -0.1], [0.0, 0.0, 0.0], [0.0, 0.0, 0.0], [0.0, 0.0, 0.0], [0.0, -0.1, 0.0], [0.0, 0.0, 0.0], [0.0, 0.0, 0.0], [0.0, 0.0, 0.0], [0.0, 0.0, 0.0], [-0.1, 0.0, 0.0], [0.0, 0.0, 0.0], [0.0, 0.0, 0.0], [0.0, 0.0, 0.0], [0.0, 0.0, 0.0], [0.0, 0.0, 0.0], [-0.1, 0.3, -0.1], [0.0, 0.0, 0.0], [0.0, 0.0, 0.0], [0.0, 0.0, 0.0], [0.0, 0.0, 0.0], [0.0, -0.1, 0.0], [0.0, 0.0, 0.0], [0.0, 0.0, 0.0], [0.0, 0.0, 0.0], [0.0, -0.1, 0.0], [0.0, 0.0, 0.0], [0.0, 0.0, 0.0], [0.0, 0.0, 0.0], [0.0, 0.0, 0.0], [0.0, 0.0, 0.0], [0.0, 0.0, 0.0], [0.0, 0.0, 0.0], [0.0, 0.0, 0.0], [0.0, 0.0, 0.0], [0.0, 0.0, 0.0], [0.0, 0.0, 0.0], [0.0, 0.0, 0.0], [0.0, 0.0, 0.0], [0.0, 0.0, 0.0], [0.0, 0.0, 0.0], [0.0, 0.0, 0.0], [0.0, 0.0, 0.0], [0.0, 0.0, 0.0], [0.0, 0.0, 0.0], [0.0, 0.0, 0.0], [0.0, 0.1, 0.1], [0.0, 0.0, 0.0], [0.0, 0.0, -0.1], [0.0, 0.0, 0.0], [0.0, 0.0, 0.0], [0.0, 0.0, 0.0], [0.0, 0.0, 0.0], [0.0, 0.0, 0.0], [0.0, 0.0, 0.0], [0.0, 0.0, 0.0], [0.0, 0.0, 0.0], [0.0, 0.0, 0.0], [0.0, 0.0, 0.0], [0.0, 0.0, 0.0], [0.0, 0.0, 0.0], [0.0, 0.0, 0.0], [0.0, 0.0, 0.0], [0.0, -0.1, 0.0], [0.0, 0.0, 0.0], [0.0, 0.0, 0.0], [0.0, 0.0, 0.0], [0.0, 0.0, 0.0], [0.0, 0.0, 0.0], [0.0, 0.0, 0.0], [0.0, 0.0, 0.0], [0.0, 0.0, 0.0], [0.0, 0.0, 0.0], [0.0, 0.0, 0.0], [0.0, 0.0, 0.0], [0.0, 0.0, 0.0], [0.0, 0.0, 0.0], [0.0, 0.0, 0.0], [0.0, 0.0, 0.0], [0.0, 0.0, 0.0], [0.0, 0.0, 0.0], [0.0, 0.0, 0.0], [0.0, 0.0, 0.0], [0.0, 0.0, 0.0], [0.0, -0.1, 0.0], [0.0, 0.0, 0.0], [0.0, 0.0, 0.0], [0.0, 0.0, 0.0], [0.0, 0.0, 0.0], [0.0, 0.0, 0.0], [0.0, 0.0, 0.0], [0.0, 0.0, 0.0], [0.0, 0.0, 0.0], [0.0, 0.0, 0.0], [0.0, 0.0, 0.0], [0.0, 0.0, 0.0]], "relative_energy_kj_mol": 48.0, "e_lumo_ha": -0.11880, "homo_ev": -9.91, "charge": 1}